Entry 1:
DFT (the ωB97M-V functional and the def2-TZVPD basis) results for a molecular structure, C23H41N5O5P2Pd.

The geometry in XYZ format:
```
77
Properties=species:S:1:pos:R:3:lowdin_charge:R:1
Pd 1.104 -0.242 0.650 0.78
C -3.208 0.023 2.029 -0.09
N -2.266 -0.948 1.491 -0.29
C -1.272 -1.404 2.467 -0.08
P -1.921 -1.044 -0.096 0.48
O -0.500 -1.360 -0.389 -0.31
O -2.300 0.420 -0.702 -0.26
P -1.415 1.759 -0.481 0.47
O -0.448 1.588 0.629 -0.31
N -0.615 2.067 -1.882 -0.28
C -1.377 2.200 -3.113 -0.08
C 0.734 1.542 -2.069 -0.10
N -2.577 2.875 -0.243 -0.30
C -2.130 4.231 0.051 -0.08
C -3.975 2.774 -0.614 -0.09
N -2.936 -2.071 -0.854 -0.29
C -2.726 -2.315 -2.276 -0.09
C -4.300 -2.290 -0.400 -0.09
H -3.697 -0.403 2.905 0.09
H -3.977 0.263 1.297 0.08
H -2.691 0.944 2.317 0.09
H -1.790 -1.837 3.324 0.09
H -0.644 -0.570 2.799 0.06
H -0.636 -2.169 2.024 0.07
H -2.354 2.640 -2.909 0.07
H -1.527 1.231 -3.601 0.09
H -0.849 2.861 -3.801 0.09
H 1.311 1.673 -1.154 0.06
H 1.217 2.100 -2.871 0.09
H 0.726 0.474 -2.328 0.08
H -1.079 4.227 0.335 0.08
H -2.708 4.635 0.884 0.09
H -2.256 4.883 -0.818 0.09
H -4.231 1.753 -0.882 0.07
H -4.199 3.427 -1.465 0.09
H -4.604 3.084 0.224 0.09
H -1.668 -2.219 -2.513 0.08
H -3.301 -1.616 -2.891 0.09
H -3.043 -3.331 -2.513 0.09
H -4.354 -2.208 0.684 0.08
H -4.609 -3.298 -0.681 0.09
H -5.001 -1.579 -0.853 0.09
C 0.529 -5.035 -1.174 -0.03
C 1.411 -3.836 -1.001 -0.26
C 1.844 -3.103 -2.104 0.00
C 2.630 -1.971 -1.969 -0.22
C 3.049 -1.209 -3.195 -0.03
C 2.968 -1.552 -0.667 -0.15
C 3.709 -0.263 -0.517 -0.22
O 3.513 0.511 0.368 0.03
C 2.607 -2.314 0.477 -0.25
C 3.176 -2.093 1.863 -0.04
C 1.826 -3.454 0.266 -0.02
H 0.210 -5.150 -2.209 0.08
H -0.361 -4.944 -0.550 0.08
H 1.043 -5.950 -0.878 0.09
H 1.551 -3.420 -3.097 0.12
H 2.631 -1.679 -4.083 0.08
H 4.134 -1.193 -3.314 0.09
H 2.704 -0.174 -3.177 0.07
H 4.433 -0.028 -1.297 0.13
H 4.004 -1.388 1.864 0.07
H 3.542 -3.049 2.239 0.09
H 2.432 -1.712 2.567 0.07
H 1.544 -4.054 1.124 0.13
O 1.398 0.608 2.908 -0.19
N 2.066 1.730 3.012 -0.19
C 3.393 1.702 3.323 -0.02
C 4.110 2.857 3.394 -0.04
C 3.477 4.069 3.137 -0.05
C 2.123 4.088 2.804 -0.04
C 1.434 2.916 2.743 -0.01
H 3.784 0.712 3.503 0.14
H 5.155 2.802 3.659 0.12
H 4.030 4.996 3.198 0.11
H 1.598 5.010 2.600 0.11
H 0.394 2.802 2.474 0.11
```

- E_HOMO (alpha / beta) (eV) = -10.61 / -10.44
- orbital gap (alpha / beta) (eV) = 8.491 / 8.245
- spin multiplicity = 2
- LUMO (alpha / beta) (eV) = -2.12 / -2.20
- calculated total energy (Ha) = -2361.50433
- M (Da) = 635.979
- strongest force on any atom (eV Å⁻¹) = 2.08
- ⟨S²⟩ = 0.753
- total charge = +1



Entry 2:
DFT (the ωB97M-V functional and the def2-TZVPD basis) results for 3 unconnected molecules or ions with the total composition C3H13N2O2S.

The geometry in XYZ format:
```
21
Properties=species:S:1:pos:R:3:lowdin_charge:R:1
N -1.567 -0.545 1.158 0.04
C -1.274 0.458 0.149 -0.49
C 0.173 0.463 -0.377 -0.60
S 1.471 0.564 0.828 0.78
C -2.231 0.321 -1.053 -0.26
N -3.642 0.254 -0.692 0.00
H -0.846 -0.458 1.872 0.04
H -1.381 -1.452 0.727 0.07
H -1.397 1.468 0.573 0.13
H 0.297 1.285 -1.104 0.09
H 0.353 -0.392 -1.031 0.09
H -1.966 -0.606 -1.563 0.12
H -2.101 1.200 -1.688 0.11
H -3.811 -0.619 -0.208 0.06
H -3.819 0.989 -0.014 0.07
H 1.107 -3.144 1.368 0.05
H 0.923 -1.920 0.480 -0.04
O 0.778 -2.880 0.496 -0.07
H 4.559 0.673 -1.224 0.03
H 3.141 1.033 -0.724 -0.10
O 3.861 1.340 -1.300 -0.11
```

- E_HOMO (alpha / beta) (eV) = -9.45 / -9.39
- orbital gap (alpha / beta) (eV) = 9.904 / 6.464
- spin multiplicity = 2
- LUMO (alpha / beta) (eV) = 0.46 / -2.92
- calculated total energy (Ha) = -780.22502
- M (Da) = 141.216
- strongest force on any atom (eV Å⁻¹) = 0.94
- ⟨S²⟩ = 0.753
- total charge = 0



Entry 3:
DFT (the ωB97M-V functional and the def2-TZVPD basis) results for 5 unconnected molecules or ions with the total composition C23H42NO19PS.

The geometry in XYZ format:
```
87
Properties=species:S:1:pos:R:3:lowdin_charge:R:1
O 11.407 2.657 0.358 -0.02
C 10.460 2.405 1.153 -0.19
C 9.878 0.914 1.126 -0.06
C 8.288 0.823 1.267 -0.27
O 8.009 -0.515 0.691 -0.03
C 6.706 -0.574 0.109 -0.34
O 6.153 -1.469 -0.539 0.11
C 6.021 0.857 0.466 -0.15
C 5.309 0.706 1.908 -0.14
O 3.874 0.886 1.803 -0.12
N 3.295 -0.330 1.571 -0.01
O 2.440 -0.205 0.746 0.05
C 7.353 1.732 0.350 -0.26
P 6.929 3.495 0.874 0.37
O 5.229 3.716 0.766 -0.24
O 7.596 4.547 -0.320 -0.23
S 7.522 3.982 2.657 0.30
H 10.111 3.230 1.865 0.09
H 10.261 0.346 0.205 0.14
H 10.347 0.385 2.038 0.14
H 8.010 0.686 2.375 0.16
H 5.171 1.145 -0.249 0.17
H 5.689 1.507 2.645 0.11
H 5.566 -0.326 2.355 0.15
H 7.843 1.770 -0.677 0.16
H 4.819 3.539 1.640 0.06
H 8.237 3.956 -0.790 0.05
C -0.294 -0.026 -0.174 -0.08
C -1.324 -0.829 -0.947 -0.20
O -2.630 -0.699 -0.369 0.03
C -3.253 0.467 -0.601 -0.59
O -2.817 1.390 -1.245 0.12
O -4.437 0.441 0.031 -0.01
C -5.157 1.670 -0.046 -0.04
H -0.307 -0.301 0.883 0.08
H 0.704 -0.197 -0.574 0.05
H -0.503 1.044 -0.226 0.08
H -1.065 -1.890 -0.895 0.12
H -1.343 -0.554 -2.004 0.13
H -5.287 1.990 -1.081 0.10
H -4.642 2.440 0.533 0.10
H -6.143 1.508 0.392 0.10
C 8.841 4.221 -7.554 -0.07
C 7.886 4.027 -6.392 -0.21
O 8.576 3.592 -5.214 0.03
C 9.284 4.536 -4.575 -0.59
O 9.380 5.694 -4.899 0.13
O 9.892 3.962 -3.523 -0.01
C 10.769 4.840 -2.815 -0.04
H 9.423 3.312 -7.729 0.08
H 8.295 4.475 -8.465 0.08
H 9.557 5.021 -7.353 0.07
H 7.170 3.240 -6.643 0.12
H 7.309 4.933 -6.186 0.13
H 10.253 5.751 -2.505 0.10
H 11.635 5.081 -3.435 0.10
H 11.116 4.318 -1.922 0.08
C -10.999 -2.214 -0.481 -0.06
C -10.132 -3.459 -0.438 -0.20
O -9.073 -3.390 -1.401 0.04
C -8.056 -2.576 -1.083 -0.59
O -7.961 -1.918 -0.074 0.12
O -7.173 -2.596 -2.092 0.01
C -6.088 -1.682 -1.925 -0.04
H -11.372 -2.041 -1.494 0.08
H -11.848 -2.312 0.199 0.08
H -10.434 -1.325 -0.195 0.07
H -10.739 -4.328 -0.703 0.13
H -9.731 -3.639 0.560 0.09
H -5.580 -1.839 -0.972 0.09
H -6.452 -0.655 -2.002 0.10
H -5.374 -1.858 -2.730 0.10
C -12.665 -5.842 6.193 -0.07
C -11.422 -6.646 5.860 -0.21
O -10.865 -6.249 4.600 0.03
C -10.204 -5.081 4.601 -0.59
O -10.039 -4.358 5.553 0.12
O -9.779 -4.840 3.351 0.00
C -9.151 -3.569 3.191 -0.04
H -13.393 -5.907 5.381 0.08
H -13.125 -6.207 7.114 0.08
H -12.431 -4.783 6.326 0.07
H -11.691 -7.700 5.763 0.12
H -10.670 -6.576 6.650 0.12
H -8.332 -3.438 3.901 0.10
H -9.889 -2.772 3.305 0.11
H -8.742 -3.519 2.183 0.07
```

- E_HOMO (eV) = -9.81
- orbital gap (eV) = 9.254
- spin multiplicity = 1
- LUMO (eV) = -0.56
- calculated total energy (Ha) = -3125.38576
- M (Da) = 699.618
- strongest force on any atom (eV Å⁻¹) = 4.44
- total charge = 0



Question: What is the strongest force on any atom in the second record?
Answer: 0.94 eV Å⁻¹